{"formula": "C2H5NO", "method": "ωB97M-V/def2-TZVPD", "elements": ["C", "N", "C", "O", "H", "H", "H", "H", "H"], "xyz": [[0.516, 0.282, -0.847], [0.666, -0.339, 0.748], [-0.543, -0.630, 1.122], [-0.691, 0.569, -1.091], [0.984, -0.502, -1.474], [1.229, 1.115, -0.664], [-0.688, -0.827, 2.191], [-0.233, 0.576, 1.076], [-1.475, -0.704, 0.564]], "lowdin_charge": [-0.451, 0.082, -0.086, -0.196, 0.109, 0.103, 0.104, 0.221, 0.114], "e_lumo_ev": -0.583, "e_homo_ev": -8.6, "homo_lumo_gap_ev": 7.980, "e_above_lowest_kj_mol": 579.33, "charge": 0}

{"formula": "C4H32CdF12N2O24S4", "method": "ωB97M-V/def2-TZVPD", "elements": ["Cd", "C", "F", "F", "F", "S", "O", "O", "N", "S", "O", "O", "C", "F", "F", "F", "C", "F", "F", "F", "S", "O", "O", "N", "S", "O", "O", "C", "F", "F", "F", "O", "H", "H", "O", "H", "H", "O", "H", "H", "O", "H", "H", "O", "H", "H", "O", "H", "H", "O", "H", "H", "O", "H", "H", "O", "H", "H", "O", "H", "H", "O", "H", "H", "O", "H", "H", "O", "H", "H", "O", "H", "H", "O", "H", "H", "O", "H", "H"], "xyz": [[0.705, 1.737, 0.630], [-1.346, -0.281, 2.744], [-1.935, 0.821, 2.265], [-0.377, 0.149, 3.484], [-2.246, -1.055, 3.390], [-0.515, -1.322, 1.237], [0.763, -1.842, 1.760], [-1.441, -2.306, 0.766], [-0.072, -0.050, 0.139], [0.190, -0.863, -1.116], [1.209, -0.116, -1.818], [0.578, -2.272, -1.043], [-1.541, -0.757, -2.139], [-2.480, -0.582, -1.278], [-1.466, 0.338, -2.869], [-1.736, -1.827, -2.883], [0.543, 3.838, -2.819], [-0.056, 4.933, -3.319], [-0.492, 3.045, -2.598], [1.320, 3.350, -3.773], [1.478, 4.305, -1.232], [2.405, 5.337, -1.607], [0.541, 4.819, -0.278], [2.048, 2.698, -0.576], [3.562, 2.607, -0.999], [4.127, 1.286, -0.862], [3.970, 3.196, -2.279], [4.474, 3.730, 0.319], [4.311, 3.055, 1.515], [5.755, 4.017, 0.117], [3.786, 4.841, 0.500], [2.002, -4.855, -0.887], [2.550, -4.700, -1.656], [1.715, -3.983, -0.616], [-4.605, -0.911, 1.843], [-4.438, -1.583, 1.182], [-5.272, -1.295, 2.413], [-1.219, 2.530, 0.125], [-1.792, 3.282, -0.028], [-1.818, 1.796, 0.263], [0.331, 2.869, 2.359], [0.957, 3.409, 2.841], [-0.487, 2.953, 2.848], [3.082, 0.255, -4.801], [2.720, 0.948, -5.354], [2.497, 0.221, -4.044], [-3.138, -5.287, 0.218], [-3.262, -5.465, -0.714], [-2.261, -4.907, 0.275], [-1.740, -4.112, -4.297], [-1.461, -5.027, -4.262], [-1.466, -3.745, -3.457], [-0.510, -5.174, -1.749], [0.289, -4.761, -1.425], [-0.404, -6.102, -1.538], [2.204, 0.796, 1.633], [2.993, 0.409, 1.255], [2.283, 0.633, 2.573], [3.951, -1.060, 0.905], [3.473, -1.889, 0.892], [4.249, -0.941, 0.003], [-4.121, 1.535, 0.568], [-4.632, 2.175, 1.062], [-4.199, 0.725, 1.071], [3.996, -2.699, -1.247], [3.364, -2.508, -1.940], [4.773, -3.011, -1.711], [1.155, -2.654, 4.664], [1.341, -2.649, 3.725], [1.720, -3.341, 5.017], [-2.745, 0.672, 6.291], [-1.872, 0.449, 5.967], [-3.288, 0.717, 5.505], [-2.747, 2.923, -4.782], [-2.724, 2.293, -4.062], [-3.047, 3.737, -4.378], [-4.648, 0.726, 4.359], [-4.707, 0.227, 3.544], [-5.103, 1.547, 4.171]], "lowdin_charge": [1.345, -0.610, 0.103, 0.173, 0.153, 0.732, -0.300, -0.259, -0.433, 0.562, -0.303, -0.304, -0.647, 0.172, 0.157, 0.177, -0.649, 0.136, 0.124, 0.170, 0.700, -0.250, -0.300, -0.396, 0.569, -0.274, -0.287, -0.597, 0.063, 0.171, 0.119, -0.037, 0.047, 0.001, -0.032, 0.076, 0.073, -0.123, 0.084, 0.004, -0.086, 0.091, 0.074, -0.047, 0.029, -0.003, -0.060, 0.025, -0.001, -0.064, 0.023, -0.022, -0.049, -0.029, 0.048, -0.136, 0.007, 0.081, -0.047, 0.038, 0.017, -0.040, 0.046, -0.025, -0.022, 0.048, 0.065, -0.054, -0.011, 0.034, -0.057, 0.013, -0.042, -0.043, 0.006, 0.031, -0.019, 0.003, 0.065], "e_lumo_ev": -0.917, "e_homo_ev": -10.9, "homo_lumo_gap_ev": 9.977, "e_above_lowest_kj_mol": 3.59, "charge": 0}

{"formula": "C26H27Cl5CsIN5OS3", "method": "ωB97M-V/def2-TZVPD", "elements": ["Cs", "C", "C", "S", "C", "C", "S", "C", "C", "S", "H", "H", "H", "H", "H", "H", "H", "H", "H", "H", "H", "H", "Cl", "C", "C", "C", "Cl", "C", "Cl", "C", "Cl", "C", "Cl", "N", "C", "C", "C", "C", "C", "C", "N", "C", "C", "C", "C", "N", "C", "C", "H", "H", "H", "H", "H", "H", "H", "H", "H", "N", "C", "N", "O", "H", "H", "H", "H", "I", "C", "H", "H"], "xyz": [[1.842, -0.623, -1.026], [0.607, -0.813, 5.236], [2.089, -0.703, 4.899], [2.475, -0.770, 3.128], [3.073, 0.900, 2.798], [2.038, 2.015, 2.757], [0.806, 1.789, 1.443], [-0.780, 1.605, 2.296], [-0.950, 0.375, 3.178], [-0.389, 0.657, 4.890], [0.497, -0.978, 6.311], [0.153, -1.671, 4.737], [2.618, -1.536, 5.371], [2.503, 0.219, 5.309], [3.573, 0.798, 1.828], [3.850, 1.149, 3.526], [2.566, 2.946, 2.543], [1.517, 2.126, 3.707], [-1.490, 1.530, 1.469], [-1.008, 2.522, 2.843], [-0.410, -0.470, 2.760], [-2.006, 0.108, 3.211], [4.551, -2.952, -0.203], [5.585, -1.536, 0.097], [4.996, -0.290, 0.086], [5.851, 0.743, 0.348], [5.173, 2.407, 0.434], [7.218, 0.618, 0.586], [8.246, 1.979, 0.895], [7.767, -0.664, 0.569], [9.455, -0.892, 0.850], [6.937, -1.763, 0.327], [7.619, -3.356, 0.319], [-4.832, -1.610, -2.441], [-6.185, -1.848, -2.466], [-6.941, -3.011, -2.390], [-8.314, -2.867, -2.456], [-8.912, -1.605, -2.592], [-8.156, -0.450, -2.658], [-6.771, -0.575, -2.587], [-5.791, 0.400, -2.615], [-4.663, -0.251, -2.527], [-3.322, 0.329, -2.470], [-2.258, -0.259, -3.137], [-0.985, 0.222, -2.902], [-0.722, 1.209, -2.054], [-1.757, 1.809, -1.471], [-3.074, 1.423, -1.657], [-4.105, -2.250, -2.156], [-6.479, -3.984, -2.283], [-8.943, -3.745, -2.401], [-9.992, -1.540, -2.640], [-8.612, 0.525, -2.758], [-2.406, -1.099, -3.803], [-0.136, -0.223, -3.412], [-1.516, 2.625, -0.797], [-3.884, 1.909, -1.132], [4.161, 2.886, -2.902], [2.908, 2.368, -2.653], [2.152, 3.054, -1.752], [2.488, 1.393, -3.258], [4.628, 3.317, -2.115], [4.746, 2.215, -3.376], [2.611, 3.647, -1.081], [1.306, 2.602, -1.439], [-1.856, -1.729, 0.207], [-0.195, -3.039, -0.593], [-0.828, -3.781, -1.105], [0.060, -3.538, 0.355]], "lowdin_charge": [0.806, -0.556, -0.537, 0.862, -0.571, -0.525, 0.782, -0.551, -0.569, 0.854, 0.063, 0.078, 0.065, 0.074, -0.010, 0.086, 0.062, 0.037, 0.039, 0.071, 0.010, 0.059, 0.558, -0.706, -0.229, -0.684, 0.596, -0.716, 0.626, -0.717, 0.637, -0.712, 0.635, 0.174, -0.191, -0.024, -0.108, -0.109, -0.026, -0.233, 0.177, -0.290, -0.195, -0.035, -0.194, 0.036, -0.157, -0.017, 0.125, 0.108, 0.094, 0.092, 0.106, 0.121, 0.095, 0.103, 0.117, 0.144, -0.717, 0.167, -0.083, 0.046, 0.102, 0.083, 0.033, 0.542, -0.708, -0.154, -0.141], "e_lumo_ev": 1.904, "e_homo_ev": -4.3, "homo_lumo_gap_ev": 6.172, "e_above_lowest_kj_mol": 41.31, "charge": -1}

{"formula": "C4H7NO2", "method": "ωB97M-V/def2-TZVPD", "elements": ["C", "C", "C", "C", "H", "H", "H", "H", "H", "H", "H", "N", "O", "O"], "xyz": [[0.256, 0.788, 0.225], [-1.024, 0.457, 1.056], [-0.442, -1.340, -0.096], [0.518, -0.388, -0.760], [2.050, 1.311, 0.557], [0.081, 1.748, -0.330], [-0.798, 0.630, 2.106], [-1.957, 1.017, 0.762], [-0.410, -2.420, -0.253], [1.588, -0.667, -0.643], [-0.085, -0.943, -2.449], [-1.321, -1.013, 0.763], [1.335, 0.977, 1.145], [0.207, -0.158, -2.083]], "lowdin_charge": [-0.318, -0.116, -0.143, -0.323, 0.110, 0.155, 0.109, 0.123, 0.113, 0.157, 0.057, 0.085, -0.044, 0.036], "e_lumo_ev": 0.721, "e_homo_ev": -10.1, "smiles": "O[C@@H]1C=NC[C@H]1O", "homo_lumo_gap_ev": 10.854, "e_above_lowest_kj_mol": 214.91, "charge": 0}

What is the formula in the third record?
C26H27Cl5CsIN5OS3